Record 1
This record from the OMol25 dataset describes C12H23Cl8N7OPS as an isolated structure in a non-equilibrium geometry. The level of theory is ωB97M-V/def2-TZVPD.

Geometry (Å):
Cl  -1.41  -7.06  5.48
Cl  -0.08  -0.93  -5.53
Cl  4.22  -1.24  -2.46
Cl  -0.30  1.86  -4.67
Cl  1.75  -2.69  -1.82
Cl  -1.26  6.40  0.24
Cl  -0.32  -4.59  4.28
Cl  0.06  7.08  -2.28
S  -1.41  1.83  0.79
P  -0.88  -2.42  2.79
O  -1.55  0.06  -1.40
N  0.58  -1.20  0.75
N  -3.56  -0.75  -1.02
N  0.57  0.30  3.88
N  -2.13  -1.69  3.34
N  1.45  0.57  1.73
N  -3.29  0.21  -0.06
N  0.19  -1.20  2.07
C  -0.11  -6.37  4.52
C  -2.11  0.66  -0.30
C  -2.53  -0.79  -1.78
C  -0.40  3.02  -0.14
C  0.72  -0.11  2.64
C  3.48  -2.82  -2.18
C  1.90  1.91  -0.72
C  1.98  0.37  -0.67
C  -1.47  6.70  -1.49
C  0.53  2.45  -1.22
C  -1.16  0.35  -4.97
C  1.33  -0.11  0.60
H  1.35  0.03  -1.49
H  0.07  1.69  -1.85
H  -1.88  5.81  -1.95
H  -0.99  3.84  -0.57
H  0.24  3.49  0.60
H  3.98  -3.29  -1.35
H  0.84  -6.54  5.03
H  -0.10  -6.84  3.54
H  2.62  2.21  -1.48
H  -1.27  -3.31  1.78
H  -0.13  -3.07  3.83
H  3.60  -3.42  -3.08
H  -2.24  -1.85  4.34
H  0.05  -0.22  4.57
H  -1.62  0.03  -4.04
H  -2.52  -1.47  -2.62
H  0.77  3.28  -1.88
H  2.98  -0.02  -0.80
H  0.93  1.20  4.11
H  0.37  -1.86  0.03
H  -2.15  7.53  -1.62
H  -1.92  0.53  -5.72
H  2.23  2.39  0.20

Values from the calculation:
Charge: +1
Lowest unoccupied orbital energy: -0.0990 Eh

---

Record 2
This record from the OMol25 dataset describes a 2-piece molecular cluster, C4H7NOS overall in a non-equilibrium geometry. The level of theory is ωB97M-V/def2-TZVPD.

Geometry (Å):
S  0.77  0.90  0.93
O  -1.71  0.54  -0.46
N  0.09  -1.23  -0.46
C  -0.06  -0.57  1.83
C  -0.15  -1.55  0.76
C  0.27  0.06  -0.65
C  0.70  0.80  -1.79
H  0.72  1.86  -1.38
H  0.14  0.81  -2.76
H  -0.45  -2.53  0.92
H  -0.94  -0.20  2.40
H  -1.57  1.28  0.15
H  0.54  -0.74  2.65
H  1.67  0.57  -2.14

Values from the calculation:
Relative energy (zero: lowest compared OMol25 entry of this formula, charge and spin): 85.5 kcal per mole
Lowest unoccupied orbital energy (alpha / beta): -0.0175 / -0.0175 Eh